(1)
{
  "formula": "C18H14F3N5O4S",
  "method": "ωB97M-V/def2-TZVPD",
  "smiles": "C[C@@H](Sc1nc2cc([N+](=O)[O-])ccc2n1-c1cccc(C(F)(F)F)c1)C(=O)NC(N)=O",
  "orbital_gap_ev": 8.649,
  "de_lowest_kcal_mol": 0.0,
  "fmax_ha_per_bohr": 0.10817,
  "species": ["O", "O", "O", "O", "F", "F", "F", "N", "S", "C", "C", "C", "C", "C", "C", "C", "C", "C", "C", "C", "C", "C", "C", "C", "N", "N", "N", "N", "C", "C", "C", "H", "H", "H", "H", "H", "H", "H", "H", "H", "H", "H", "H", "H", "H"],
  "coordinates": [[3.556, 1.972, 1.278], [0.011, 3.347, 2.534], [5.041, -4.240, 1.215], [5.822, -3.220, -0.553], [-5.695, -1.814, -1.254], [-4.140, -3.365, -1.105], [-4.915, -2.311, 0.666], [1.191, -1.346, 2.585], [-1.165, -0.123, 3.145], [2.426, 2.408, 1.415], [0.328, 2.141, 2.587], [0.041, -0.830, 2.075], [-2.472, 0.894, -1.509], [-1.293, 0.718, -0.839], [1.778, -1.596, -0.849], [2.990, -2.311, -0.934], [3.135, -2.330, 1.472], [-3.547, 0.046, -1.440], [-2.243, -1.390, 0.094], [1.907, -1.715, 1.477], [-1.139, -0.494, -0.113], [1.180, -1.425, 0.403], [3.710, -2.740, 0.225], [-3.402, -1.147, -0.689], [2.083, 3.556, 0.828], [1.522, 1.617, 2.035], [-0.053, -0.861, 0.718], [4.939, -3.442, 0.282], [-4.532, -2.162, -0.661], [-1.481, 2.108, 4.472], [-0.421, 1.385, 3.744], [-2.736, 1.766, -2.206], [-0.479, 1.424, -0.725], [1.436, -1.194, -1.725], [3.488, -2.478, -1.928], [3.718, -2.587, 2.360], [-4.376, 0.346, -1.994], [-2.131, -2.291, 0.754], [1.309, 4.028, 1.199], [2.939, 4.134, 0.609], [1.854, 0.669, 2.361], [-2.216, 1.394, 4.917], [-1.138, 2.796, 5.234], [-2.011, 2.734, 3.788], [0.435, 1.086, 4.386]],
  "forces_ev_per_angstrom": [[0.4, -0.4, 0.3], [0.7, -2.2, -1.2], [0.2, 0.6, -0.8], [-1.2, -0.2, 0.7], [1.1, 0.0, -0.5], [-0.3, 0.4, 0.0], [0.6, -0.3, -0.7], [-2.6, 1.3, 0.0], [-1.1, -1.2, -0.6], [2.9, -0.7, -1.4], [-0.2, 2.8, 2.4], [1.2, -0.4, 2.7], [-1.1, 2.5, -1.8], [1.3, -1.8, 1.5], [2.0, -2.0, 1.3], [1.2, 0.1, -0.6], [2.5, -1.8, -1.5], [1.9, -2.2, 1.5], [0.2, 0.6, -1.9], [0.3, -0.4, 3.0], [-2.7, -0.7, 0.9], [-0.5, 0.6, -5.5], [-4.0, 2.6, 1.4], [-0.4, 0.5, -0.1], [1.7, 1.6, -0.9], [-3.3, -1.1, 2.0], [2.6, 0.1, 0.8], [1.8, -1.0, -0.1], [-0.8, 0.2, 2.1], [-1.3, 0.2, 0.6], [3.3, -1.3, -1.2], [1.2, -0.9, 1.4], [-0.1, 0.2, -0.6], [-1.3, 0.8, -2.0], [-0.7, 0.3, 1.1], [-0.6, 0.3, 0.0], [-1.6, -0.2, -0.6], [-0.2, 1.0, -0.9], [-1.3, 0.8, 0.5], [-1.6, -1.1, 0.3], [-0.4, 1.5, -0.5], [0.7, 0.5, -0.2], [0.4, -0.2, 0.3], [-0.6, 0.3, -0.6], [-0.6, 0.1, 0.0]],
  "lowdin_charge": [0.053, 0.041, 0.074, 0.085, 0.137, 0.153, 0.091, 0.132, 1.038, -0.636, -0.347, -0.584, -0.082, 0.018, 0.034, 0.023, 0.106, -0.006, 0.076, -0.281, -0.170, -0.175, -0.134, -0.077, 0.186, 0.176, 0.040, -0.351, -0.539, -0.136, -0.568, 0.144, 0.121, 0.085, 0.134, 0.136, 0.102, 0.157, 0.053, 0.156, 0.152, 0.086, 0.092, 0.075, 0.128]
}

---

(2)
{
  "formula": "C17H23F2I2NO3P",
  "method": "ωB97M-V/def2-TZVPD",
  "orbital_gap_ev": 6.781,
  "total_charge": 1,
  "fmax_ha_per_bohr": 0.10088,
  "species": ["C", "C", "C", "I", "C", "C", "O", "C", "C", "C", "C", "F", "C", "P", "O", "I", "C", "C", "C", "C", "F", "C", "N", "C", "C", "H", "H", "H", "H", "H", "H", "H", "H", "H", "H", "H", "H", "H", "H", "H", "H", "H", "H", "H", "H", "H", "O", "H", "H"],
  "coordinates": [[-1.895, -1.758, -4.684], [-1.155, -0.866, -3.566], [-0.110, -1.800, -2.721], [1.717, -2.261, -3.843], [0.152, -1.052, -1.336], [0.830, 0.339, -1.378], [1.233, 0.879, -2.657], [1.059, 1.138, -0.043], [1.766, 2.584, -0.268], [0.709, 3.687, -0.774], [1.157, 4.290, -2.216], [-0.595, 3.066, -1.019], [0.629, 0.611, 1.389], [1.004, 1.885, 2.723], [1.883, 1.183, 4.061], [-1.236, 2.692, 3.516], [-0.006, -0.779, 1.436], [-0.407, -1.407, 2.784], [-0.254, -0.934, 4.267], [1.079, -1.675, 4.861], [0.874, -3.083, 5.084], [-1.070, -2.836, 2.667], [-1.306, -3.524, 1.417], [-0.918, -2.980, 0.150], [-0.249, -1.583, 0.085], [-1.098, -2.049, -5.456], [-2.361, -2.661, -4.144], [-2.737, -1.127, -5.149], [-1.854, -0.295, -2.863], [-0.565, -0.056, -4.145], [-0.659, -2.810, -2.611], [2.163, 0.538, -2.746], [2.495, 2.417, -1.154], [2.423, 2.909, 0.604], [0.566, 4.573, -0.070], [1.746, 3.510, -2.837], [1.889, 5.181, -2.102], [0.247, 4.569, -2.867], [2.850, 1.239, 3.872], [-0.306, 0.162, 4.522], [-1.109, -1.418, 4.889], [1.477, -1.161, 5.803], [1.858, -1.590, 4.008], [-1.416, -3.414, 3.605], [-1.776, -4.451, 1.421], [-1.123, -3.625, -0.775], [-2.848, 1.082, -0.753], [-2.617, 2.019, -0.712], [-2.134, 0.645, -0.271]],
  "forces_ev_per_angstrom": [[0.1, 0.7, 1.1], [0.8, 0.2, -1.2], [-2.0, 0.9, 0.9], [-0.7, 0.2, 0.6], [1.6, 2.7, 1.6], [-1.5, -2.3, 2.1], [0.4, -1.4, 3.1], [-0.8, -1.2, 0.7], [0.1, -1.2, -1.0], [0.2, 0.6, -1.8], [0.6, -0.4, -0.3], [1.8, 0.7, 0.8], [-0.1, -1.5, -4.1], [1.3, 0.3, 0.2], [-1.0, 0.0, -1.6], [0.7, -0.7, -0.1], [0.1, 0.1, 0.0], [-2.1, -3.9, -2.7], [-0.1, -2.1, 1.2], [0.7, 1.0, -1.4], [-0.2, 2.1, -0.2], [1.0, 2.4, -0.7], [1.7, 3.0, -0.9], [0.7, 1.9, 2.2], [-0.5, -1.3, 0.0], [-1.5, 0.2, 1.0], [0.7, 1.1, -1.2], [1.4, -1.1, 0.6], [0.8, -1.1, -0.8], [-0.8, -1.3, 1.2], [1.2, 1.6, 0.1], [-1.0, 0.4, -0.3], [-1.2, 0.2, 1.5], [-1.3, -0.4, -1.0], [0.0, -1.6, -0.6], [-1.1, 1.1, 1.2], [-1.5, -1.3, 0.0], [1.4, -0.2, 1.4], [-1.0, 0.2, 0.0], [0.4, -1.3, -0.7], [1.2, 0.9, -1.3], [-0.8, -1.0, -1.3], [-1.0, -0.3, 1.7], [0.7, 1.2, -1.8], [0.6, 1.0, 0.1], [0.3, 1.2, 1.7], [0.1, -0.1, 0.1], [0.0, -0.1, -0.1], [-0.1, 0.1, 0.0]],
  "lowdin_charge": [-0.121, -0.281, -0.663, 0.874, -0.096, -0.133, -0.065, -0.041, -0.129, -0.259, -0.056, -0.095, -0.312, 0.578, -0.409, 0.444, -0.065, -0.071, -0.161, -0.151, -0.095, 0.058, 0.045, 0.067, -0.009, 0.067, 0.079, 0.092, 0.111, 0.109, 0.062, 0.094, 0.113, 0.089, 0.148, 0.073, 0.097, 0.098, 0.064, 0.017, 0.138, 0.135, 0.124, 0.150, 0.170, 0.141, -0.055, 0.028, 0.003]
}

---

(3)
{
  "formula": "C59H55Br2CsI2N7O6PS",
  "method": "ωB97M-V/def2-TZVPD",
  "orbital_gap_ev": [6.012, 6.369],
  "total_charge": -1,
  "multiplicity": 2,
  "fmax_ha_per_bohr": 0.08863,
  "species": ["Cs", "C", "N", "C", "N", "C", "C", "C", "C", "C", "C", "C", "C", "C", "C", "C", "C", "C", "C", "P", "C", "N", "C", "C", "N", "C", "C", "C", "C", "C", "C", "C", "C", "C", "C", "C", "C", "C", "C", "N", "C", "C", "N", "C", "C", "C", "C", "C", "C", "C", "C", "C", "C", "C", "C", "C", "H", "H", "H", "H", "H", "H", "H", "H", "H", "H", "H", "H", "H", "H", "H", "H", "H", "H", "H", "H", "H", "H", "H", "H", "H", "H", "H", "H", "H", "H", "H", "H", "H", "H", "H", "H", "H", "H", "H", "C", "C", "C", "C", "C", "C", "Br", "C", "C", "Br", "C", "O", "C", "N", "H", "H", "H", "H", "H", "H", "O", "H", "H", "O", "H", "H", "O", "H", "H", "O", "H", "H", "O", "H", "H", "S", "C", "I", "I"],
  "coordinates": [[-0.643, 0.911, 2.479], [0.521, 0.467, -3.265], [0.161, 1.287, -2.120], [-0.125, 0.851, -0.854], [-0.420, 1.869, -0.078], [-0.354, 3.002, -0.851], [0.009, 2.665, -2.129], [0.164, 3.492, -3.342], [-0.857, 4.371, -3.712], [-0.738, 5.151, -4.853], [0.401, 5.066, -5.645], [1.427, 4.204, -5.280], [1.310, 3.425, -4.134], [-0.601, 4.337, -0.271], [-1.558, 4.482, 0.733], [-1.783, 5.725, 1.310], [-1.062, 6.835, 0.889], [-0.110, 6.698, -0.113], [0.124, 5.456, -0.686], [0.064, -0.867, -0.173], [1.873, -0.798, -0.569], [2.338, 0.145, 0.229], [3.700, 0.176, 0.095], [4.082, -0.793, -0.801], [2.903, -1.411, -1.211], [2.819, -2.436, -2.232], [5.410, -1.087, -1.371], [5.906, -2.389, -1.473], [7.165, -2.630, -2.008], [7.956, -1.574, -2.437], [7.478, -0.273, -2.329], [6.216, -0.032, -1.806], [4.521, 1.095, 0.913], [5.749, 0.702, 1.448], [6.469, 1.569, 2.259], [5.968, 2.832, 2.553], [4.746, 3.229, 2.025], [4.031, 2.366, 1.207], [-1.174, -1.624, -1.351], [-2.382, -1.114, -1.140], [-3.275, -1.826, -1.906], [-2.603, -2.802, -2.587], [-1.273, -2.675, -2.217], [-0.262, -3.670, -2.538], [-3.075, -3.804, -3.561], [-2.460, -3.942, -4.807], [-2.928, -4.870, -5.730], [-4.022, -5.668, -5.419], [-4.643, -5.534, -4.183], [-4.172, -4.612, -3.259], [-4.724, -1.539, -1.892], [-5.369, -1.305, -0.680], [-6.733, -1.059, -0.642], [-7.469, -1.048, -1.822], [-6.833, -1.280, -3.037], [-5.468, -1.523, -3.073], [0.069, -0.514, -3.166], [1.605, 0.352, -3.345], [0.152, 0.929, -4.175], [-1.744, 4.433, -3.091], [-1.543, 5.822, -5.131], [0.489, 5.665, -6.544], [2.326, 4.138, -5.884], [2.132, 2.782, -3.838], [-2.138, 3.620, 1.049], [-2.523, 5.823, 2.096], [-1.238, 7.804, 1.343], [0.458, 7.559, -0.446], [0.887, 5.347, -1.448], [2.685, -3.423, -1.790], [3.730, -2.428, -2.820], [1.988, -2.220, -2.887], [5.313, -3.219, -1.101], [7.532, -3.648, -2.080], [8.943, -1.760, -2.844], [8.088, 0.560, -2.660], [5.843, 0.982, -1.726], [6.127, -0.294, 1.248], [7.416, 1.250, 2.677], [6.521, 3.499, 3.206], [4.335, 4.204, 2.265], [3.077, 2.670, 0.792], [-0.752, -4.624, -2.700], [0.420, -3.762, -1.701], [0.284, -3.413, -3.443], [-1.625, -3.299, -5.064], [-2.445, -4.962, -6.695], [-4.387, -6.391, -6.140], [-5.497, -6.154, -3.935], [-4.653, -4.506, -2.293], [-4.813, -1.346, 0.254], [-7.213, -0.897, 0.318], [-8.538, -0.864, -1.794], [-7.404, -1.273, -3.960], [-4.971, -1.694, -4.022], [-2.553, -2.931, 4.845], [-1.824, -1.921, 5.682], [-2.208, -1.695, 7.025], [-1.467, -0.860, 7.803], [-0.333, -0.206, 7.264], [0.529, 0.640, 7.998], [0.259, 0.918, 9.865], [1.588, 1.256, 7.396], [1.805, 1.078, 6.025], [3.305, 1.931, 5.228], [0.995, 0.289, 5.197], [1.173, 0.186, 3.928], [-0.080, -0.411, 5.885], [-0.818, -1.283, 5.138], [-2.368, -3.941, 5.231], [-2.208, -2.873, 3.813], [-3.632, -2.758, 4.864], [-3.087, -2.191, 7.420], [-1.737, -0.684, 8.835], [2.259, 1.881, 7.969], [-3.394, 1.438, 0.192], [-3.091, 0.606, -0.211], [-4.167, 1.208, 0.721], [1.034, -2.394, 2.935], [1.304, -1.482, 3.175], [0.247, -2.506, 3.491], [0.934, 2.824, 2.721], [1.028, 2.546, 1.800], [1.333, 2.085, 3.221], [0.619, -3.395, 0.446], [-0.285, -3.703, 0.644], [0.941, -3.124, 1.340], [-2.216, -3.391, 0.970], [-2.921, -3.619, 1.588], [-2.361, -2.457, 0.761], [-1.793, 2.499, 5.932], [-2.447, 2.330, 4.519], [-3.813, 0.767, 4.008], [-5.883, -1.631, 3.256]],
  "forces_ev_per_angstrom": [[-4.1, -2.0, -0.5], [0.0, 0.1, 0.2], [-0.1, -0.1, -0.1], [0.0, 0.2, -0.2], [0.1, 0.4, -0.9], [0.1, 0.0, 0.0], [0.0, -0.1, -0.1], [0.0, -0.1, 0.0], [0.0, 0.0, 0.0], [0.0, 0.0, 0.0], [0.0, 0.0, 0.0], [0.0, 0.0, 0.0], [0.0, 0.1, 0.0], [0.0, 0.0, 0.0], [-0.1, 0.0, 0.0], [0.0, 0.0, 0.0], [0.0, 0.0, 0.0], [0.0, -0.1, 0.0], [0.0, 0.0, 0.1], [-0.1, 0.2, -1.0], [0.4, 0.0, 0.4], [0.2, 0.2, 0.1], [-0.1, -0.2, 0.1], [0.0, 0.1, -0.1], [0.0, -0.2, -0.2], [0.0, 0.0, 0.1], [0.0, -0.1, 0.0], [0.0, 0.0, 0.1], [0.0, 0.0, 0.0], [0.0, 0.1, 0.0], [0.0, 0.0, 0.0], [0.0, 0.0, 0.0], [-0.1, 0.0, 0.0], [-0.1, 0.0, 0.0], [0.0, 0.0, 0.0], [0.0, 0.0, 0.0], [0.0, 0.0, 0.0], [0.0, 0.0, -0.1], [-0.4, -0.3, 0.0], [0.1, 0.1, 0.0], [0.0, 0.1, 0.1], [0.1, 0.0, -0.1], [0.3, -0.1, 0.0], [0.0, 0.1, 0.1], [0.0, 0.0, 0.1], [-0.1, 0.0, 0.0], [0.0, 0.0, 0.1], [0.0, 0.0, 0.0], [0.0, 0.0, 0.0], [0.0, 0.0, 0.1], [0.0, 0.0, 0.0], [0.1, 0.0, 0.1], [-0.1, 0.0, 0.0], [0.0, 0.0, 0.0], [0.0, 0.0, 0.0], [0.1, 0.0, 0.0], [-0.1, -0.1, 0.0], [0.0, 0.0, 0.0], [0.0, 0.0, 0.0], [0.0, 0.0, -0.1], [0.1, 0.0, 0.0], [0.0, 0.0, 0.1], [-0.1, 0.0, 0.0], [0.0, 0.0, 0.0], [0.1, 0.0, -0.1], [0.0, 0.0, 0.0], [0.0, 0.0, 0.0], [0.0, 0.0, 0.0], [0.0, 0.0, 0.0], [0.0, 0.0, 0.0], [0.0, 0.0, 0.0], [-0.2, 0.0, -0.1], [0.0, 0.1, 0.0], [0.0, 0.0, 0.0], [0.0, 0.0, 0.0], [0.0, 0.0, 0.0], [0.0, 0.0, 0.0], [0.0, 0.0, 0.0], [0.0, 0.0, 0.0], [0.0, 0.0, 0.0], [0.0, -0.1, 0.0], [0.0, 0.0, 0.1], [0.0, -0.1, 0.0], [0.0, 0.0, 0.1], [0.0, 0.0, -0.1], [0.0, 0.0, 0.0], [0.0, 0.0, 0.0], [0.0, 0.0, 0.0], [0.1, 0.0, 0.0], [0.0, 0.0, -0.1], [-0.1, 0.0, -0.1], [0.1, 0.0, -0.1], [0.1, 0.0, 0.0], [0.1, 0.0, 0.1], [0.0, 0.0, 0.0], [0.0, 0.0, 0.1], [0.0, -0.1, -0.1], [0.0, 0.0, 0.1], [0.0, 0.0, 0.0], [0.0, -0.1, -0.1], [-0.1, 0.0, 0.1], [0.0, 0.0, 0.0], [0.0, 0.0, -0.1], [0.0, 0.0, 0.0], [0.0, 0.0, 0.0], [0.4, 0.0, 0.2], [1.7, -0.6, 1.4], [0.0, -0.1, 0.0], [0.1, 0.1, 0.0], [0.0, 0.1, -0.1], [0.0, 0.0, 0.0], [0.1, 0.0, 0.0], [0.0, 0.0, 0.0], [0.0, 0.0, 0.0], [0.0, 0.0, 0.0], [0.0, 0.0, 0.1], [0.0, 0.0, 0.0], [0.1, -0.1, 0.0], [0.0, 0.0, 0.1], [0.0, 0.0, 0.1], [0.1, 0.1, 0.0], [1.5, 1.3, 0.1], [0.4, 0.5, -0.1], [0.6, 0.4, 0.1], [0.0, -0.3, 0.1], [0.1, 0.1, -0.1], [-0.1, 0.2, -0.1], [-0.1, 0.0, 0.0], [0.0, 0.1, 0.0], [-0.1, -0.1, 0.0], [0.1, 0.4, -0.2], [-0.1, -0.1, 0.7], [-0.6, 0.1, -0.1], [-0.1, -0.1, -0.1]],
  "lowdin_charge": [1.313, -0.004, -0.022, -0.479, -0.049, -0.175, -0.108, -0.174, -0.020, -0.076, -0.096, -0.086, -0.044, -0.156, -0.014, -0.066, -0.095, -0.088, -0.035, 1.137, -0.410, 0.120, -0.166, -0.111, -0.027, -0.011, -0.174, -0.045, -0.084, -0.095, -0.078, -0.027, -0.156, -0.031, -0.084, -0.106, -0.092, -0.031, -0.434, 0.098, -0.172, -0.121, -0.031, -0.013, -0.175, -0.043, -0.085, -0.095, -0.074, -0.018, -0.162, -0.050, -0.081, -0.090, -0.091, -0.044, 0.068, 0.091, 0.097, 0.128, 0.103, 0.098, 0.100, 0.113, 0.102, 0.107, 0.097, 0.097, 0.112, 0.096, 0.088, 0.061, 0.117, 0.101, 0.098, 0.103, 0.122, 0.116, 0.100, 0.100, 0.110, 0.104, 0.103, 0.056, 0.078, 0.111, 0.100, 0.098, 0.104, 0.128, 0.054, 0.066, 0.098, 0.097, 0.113, -0.059, -0.356, -0.013, -0.038, -0.242, -0.651, 0.720, -0.194, -0.587, 0.804, -0.473, -0.487, -0.171, 0.143, 0.086, 0.057, -0.012, 0.118, 0.076, 0.091, -0.108, -0.016, 0.007, -0.085, 0.014, 0.029, -0.316, -0.050, -0.067, -0.145, 0.018, 0.008, -0.049, 0.048, 0.024, 0.642, -1.252, 0.579, -0.296]
}

---

Question: Number 3 is which compound?
Answer: C59H55Br2CsI2N7O6PS